Density functional theory data (wB97M-V/def2-TZVPD) for C2H4OS3 in the gas phase in a non-equilibrium geometry.

Kohn-Sham gap (spin up / spin down) ... 7.73 / 6.58 eV
HOMO (spin up / spin down) ... -7.39 / -9.15 eV
Multiplicity ... 3
<S²> ... 2.01

Structure (XYZ):
```
10
C2H4OS3 (wB97M-V/def2-TZVPD)
C -0.494 -1.180 -0.852
C 0.227 0.739 1.147
O -1.303 1.499 -0.945
S 2.090 -0.799 -0.445
S 1.751 1.091 0.235
S -1.231 0.293 -0.135
H -0.425 -1.044 -1.900
H -0.749 -2.156 -0.369
H 0.293 -0.150 1.765
H -0.159 1.707 1.499
```

=====

Density functional theory data (wB97M-V/def2-TZVPD) for a molecular structure, C18H49BF2GeN5O4OsP.

Kohn-Sham gap (spin up / spin down) ... 9.36 / 5.68 eV
HOMO (spin up / spin down) ... -17.45 / -17.96 eV
Multiplicity ... 6
Net charge ... +3
<S²> ... 8.77

Structure (XYZ):
```
82
C18H49BF2GeN5O4OsP (wB97M-V/def2-TZVPD)
Os -0.150 0.274 -0.204
C 0.757 -2.937 -2.956
C -0.106 -2.778 -1.711
C -0.281 -4.120 -1.021
C -1.438 -2.140 -2.062
O 0.580 -1.870 -0.739
Ge 2.367 -1.422 -0.945
O 2.036 -0.198 0.404
C 3.050 0.746 0.935
C 4.267 0.760 0.022
C 3.425 0.270 2.329
C 2.385 2.108 0.974
O 0.514 0.697 -1.859
C 0.661 1.520 -3.094
C -0.260 0.950 -4.157
C 2.120 1.372 -3.485
C 0.319 2.961 -2.773
H 0.221 -3.521 -3.703
H 1.688 -3.469 -2.745
H 0.993 -1.968 -3.405
H -0.592 -4.870 -1.749
H -1.045 -4.083 -0.244
H 0.657 -4.457 -0.579
H -1.975 -2.767 -2.775
H -1.304 -1.165 -2.531
H -2.081 -2.034 -1.185
H 4.788 -0.200 0.023
H 4.979 1.509 0.367
H 3.992 1.013 -1.004
H 3.631 -0.802 2.332
H 2.629 0.488 3.045
H 4.326 0.780 2.670
H 2.124 2.443 -0.033
H 3.060 2.849 1.405
H 1.482 2.082 1.592
H -0.020 -0.092 -4.369
H -0.117 1.514 -5.079
H -1.306 1.027 -3.868
H 2.369 0.329 -3.692
H 2.782 1.758 -2.708
H 2.310 1.940 -4.395
H -0.728 3.040 -2.483
H 0.448 3.569 -3.668
H 0.975 3.364 -1.997
N -0.982 3.342 0.436
N -2.245 2.658 0.329
H -1.120 4.194 0.974
H -0.707 3.616 -0.502
H -2.970 3.216 -0.135
H -2.568 2.464 1.274
F -2.448 1.445 -1.746
B -2.129 1.230 -0.442
F -2.994 0.365 0.223
C -3.664 0.927 3.957
N -2.198 0.835 3.769
C -1.402 1.865 4.467
P -1.457 -0.372 3.024
O -0.711 -0.020 1.775
N -2.484 -1.639 2.840
C -3.253 -2.181 3.967
C -2.510 -2.459 1.631
N -0.302 -1.073 4.069
C -0.443 -1.095 5.519
C 0.613 -2.075 3.521
H -3.931 1.983 3.960
H -3.976 0.495 4.907
H -4.191 0.450 3.135
H -1.704 2.853 4.121
H -0.337 1.743 4.266
H -1.569 1.825 5.544
H -3.210 -1.525 4.831
H -2.862 -3.167 4.232
H -4.294 -2.297 3.664
H -1.783 -2.106 0.910
H -3.512 -2.400 1.198
H -2.301 -3.499 1.889
H -1.299 -0.513 5.847
H 0.469 -0.668 5.952
H -0.522 -2.128 5.866
H 0.782 -1.901 2.461
H 0.193 -3.072 3.691
H 1.556 -2.013 4.065
```

=====

Computed ΔE to the lowest compared entry with this formula, charge and spin, in the same sequence as the records: 0.573 2.222 eV.
Computed electronic energy, in the same sequence as the records: -36687.8212 -109462.2609 eV.